[1]
The following is a DFT calculation (ωB97M-V/def2-TZVPD) of 15 unconnected molecules or ions with the total composition C4H40NO16.

Output
Net charge   +1
HOMO   -12.99 eV

XYZ file:
```
61
Properties=species:S:1:pos:R:3:forces:R:3
O 1.227793 1.064044 4.015996 0.030 -0.227 -0.098
O 4.544026 -0.778564 1.918284 -1.033 -1.501 -0.081
O 0.133894 -3.218609 -1.311520 0.180 0.361 0.144
O -2.414797 -0.969114 4.528463 -0.396 -0.189 0.985
O -4.314287 1.550317 -1.160126 -0.202 0.723 -0.959
O 1.484323 -0.000188 -2.415765 -0.055 0.117 0.214
O 1.394809 -0.888573 1.216430 -0.716 -1.257 0.062
O -0.938203 -0.676859 -3.353565 -0.760 0.300 0.970
O 2.258493 -2.391384 -2.923123 -0.334 -0.692 -0.383
O 1.872761 3.798915 -0.641479 0.131 -0.032 -0.185
O -4.896957 -1.648421 -1.379730 0.477 0.472 -0.557
O 1.230279 2.917445 -3.261753 1.424 0.155 1.185
O -3.105515 -3.418105 -0.643952 -0.110 -0.323 -0.068
O 2.228215 2.481245 1.565849 0.541 0.544 0.873
O -1.334774 2.156685 -0.254928 -0.752 -0.076 -1.422
O 4.995416 1.751939 1.729098 -1.094 1.355 0.802
N -2.265732 -0.240113 -0.808096 -1.106 -1.296 -0.711
C -1.040587 1.198729 0.724138 2.105 -0.013 -1.094
C -1.132865 -1.263211 1.090614 1.963 -2.545 0.381
C 0.235774 -1.318028 2.005943 -2.017 3.429 -2.066
C -1.044100 -0.188901 0.014944 -0.175 1.135 2.720
H 1.511754 0.943392 4.927200 -0.036 0.193 -0.004
H 1.953521 3.385321 -3.706535 -0.421 -0.092 -0.485
H -2.799839 -1.121307 -0.628501 0.774 0.141 -0.670
H 1.593688 3.019498 -2.334628 -0.998 0.013 -0.583
H -5.696560 -1.478474 -0.881598 -0.036 -0.556 0.182
H -2.067682 -1.294781 1.686969 0.705 0.536 -0.018
H 4.558028 -1.376512 1.154758 0.552 0.406 -0.054
H -0.003543 1.351588 1.088292 -0.703 -0.099 0.270
H -4.480884 -2.521156 -1.227273 -0.631 0.634 0.285
H 1.249594 2.007234 3.827354 0.086 0.036 0.075
H 1.374567 4.594270 -0.425206 0.217 -0.134 0.092
H -1.051285 3.063584 -0.143160 0.424 -0.125 0.634
H 3.100861 -2.004636 -2.677726 0.088 -0.020 -0.243
H 5.750105 1.564313 1.164902 -0.310 -0.861 0.486
H -3.019651 0.409287 -0.505710 0.688 0.524 -0.571
H 1.293489 -1.309604 0.348104 0.457 0.116 0.169
H 3.036001 2.912248 1.931090 -0.435 -0.744 -0.340
H 0.677848 -2.814313 -2.014296 -0.068 -0.101 0.101
H -3.744471 -4.113727 -0.439696 0.310 -0.164 0.113
H -2.088206 -0.153612 -1.843495 -0.049 -0.052 1.031
H 0.752254 -3.226780 -0.567621 -0.205 -0.353 -0.160
H 4.562778 1.008757 2.213846 1.717 0.295 -1.363
H -3.142787 -0.765534 5.140953 -0.062 0.288 -0.646
H -5.228074 1.551389 -1.474679 -0.056 -0.306 0.364
H -2.543868 -3.770073 -1.345817 0.224 -0.080 0.104
H -1.092747 -2.247344 0.594295 -0.456 0.370 -0.237
H 0.701464 0.465389 -2.100617 0.180 0.416 -0.064
H -3.893722 2.077517 -1.867016 0.161 -0.209 0.638
H -1.898620 -1.506769 5.142613 0.465 -0.103 -0.404
H 3.685639 -1.069311 2.271351 0.098 0.342 0.321
H 0.371321 -2.217777 2.559418 0.114 -0.656 0.206
H 2.183172 3.363581 0.191957 -0.586 0.223 -0.505
H -1.526826 -1.145692 -3.945071 0.564 -0.046 -0.570
H -0.022070 -0.557022 -3.636997 -0.075 -0.342 -0.373
H -0.073486 -0.325676 -0.466494 -0.878 0.128 -0.876
H 0.061095 -0.427732 2.587004 0.403 -0.332 1.263
H -1.762951 1.241489 1.503255 -0.602 -0.158 0.935
H 2.367538 -2.957589 -3.699810 0.407 0.174 0.302
H 2.048992 0.691281 -2.781740 -0.221 0.259 -0.032
H 2.413407 1.533504 1.580111 0.090 0.000 -0.087
```
Forces are in eV/Å.

---

[2]
The following is a DFT calculation (ωB97M-V/def2-TZVPD) of a molecular structure, C4H4AuLiO5.

Output
2S+1   3
<S²>   2.010
Net charge   +2
HOMO (spin up / spin down)   -17.18 / -16.83 eV

XYZ file:
```
15
Properties=species:S:1:pos:R:3:forces:R:3
Au -2.150937 -1.215685 3.691892 -3.248 -1.306 16.938
O 3.495715 1.975032 -1.514012 -2.661 -0.239 0.561
O 1.760257 0.804086 -2.313377 -1.203 -0.632 0.374
O -3.613256 -1.125259 2.300137 0.329 -0.448 -2.057
O -1.445663 -1.103653 2.149507 5.155 0.266 -10.292
O 1.829463 1.303830 -0.176775 -3.598 -1.255 2.920
C 2.406055 1.469940 -1.355154 4.764 -0.113 -2.417
C 0.576291 0.505988 -0.327655 3.231 2.893 -2.480
C 0.857696 -0.139593 -1.657511 0.012 -0.417 -0.810
C -2.593544 -1.091384 1.572426 -2.503 2.635 -5.670
Li 0.306333 -0.576901 1.505594 0.689 0.041 0.006
H -2.595449 -0.728990 0.470709 -0.421 -1.273 1.503
H -0.192176 1.290572 -0.454903 -0.602 -0.392 1.163
H -0.041142 -0.270490 -2.271950 0.233 0.086 0.110
H 1.400357 -1.097494 -1.618929 -0.178 0.154 0.151
```
Forces are in eV/Å.

---

[3]
The following is a DFT calculation (ωB97M-V/def2-TZVPD) of a molecular structure, C4H4BO10Rb.

Output
Net charge   0
HOMO   -9.09 eV

XYZ file:
```
20
Properties=species:S:1:pos:R:3:forces:R:3
Rb -2.257150 3.027650 -0.800500 0.077 -0.528 -0.146
O -1.517150 0.306650 -1.049500 -1.444 0.145 -1.087
O 0.785850 -3.503350 -0.751500 -4.152 1.794 0.402
O 2.339850 -5.030350 -0.893500 -0.797 4.041 -1.527
O 2.171850 -1.640350 -0.850500 -3.754 3.921 0.711
O 4.025850 -2.749350 -1.171500 -1.420 0.307 -0.976
O 0.287850 -1.713350 0.752500 3.864 -1.470 -0.333
O -1.573150 -0.926350 1.462500 -1.682 1.507 1.764
O -1.590150 5.565650 0.376500 0.840 0.680 -0.883
O -1.363150 2.390650 1.800500 -0.051 0.993 -1.720
O -0.188150 -1.391350 -1.492500 1.322 -1.737 -2.368
C 2.801850 -2.659350 -1.175500 6.756 -2.555 0.232
C -0.766150 -1.051350 0.602500 -2.773 -1.602 2.605
C -0.992150 -0.757350 -0.773500 -0.048 4.545 -0.665
C 1.946850 -3.832350 -1.062500 3.557 -8.400 1.011
B 0.768850 -2.067350 -0.593500 0.462 -0.080 0.207
H -2.184150 2.580650 2.231500 -0.406 -0.230 0.921
H -0.938150 6.123650 -0.088500 -0.831 0.080 -0.397
H -0.753150 1.980650 2.386500 0.408 -0.681 0.930
H -1.006150 5.346650 1.090500 0.072 -0.732 1.320
```
Forces are in eV/Å.

---

[4]
The following is a DFT calculation (ωB97M-V/def2-TZVPD) of a molecular structure, C4H4Br2.

Output
Net charge   0
HOMO   -8.92 eV

XYZ file:
```
10
Properties=species:S:1:pos:R:3:forces:R:3
Br -3.238683 -2.014738 -0.981605 0.157 0.189 0.907
Br -2.808640 -2.062340 2.212129 -0.003 0.653 -0.012
C -3.404052 -2.908279 0.700322 -0.443 -0.836 -0.793
C 0.109621 -1.984563 0.929148 0.446 -0.339 -0.646
C 0.014454 -0.926681 0.371679 0.205 0.806 0.584
C -0.081569 0.428480 -0.149897 0.604 1.796 -2.636
H -1.002940 1.010000 0.123005 0.588 -0.986 -0.358
H 0.754550 1.156782 0.073058 -0.549 -1.267 0.482
H 0.303869 -2.999686 1.192243 -0.173 0.131 0.235
H 0.054509 0.412813 -1.329411 -0.834 -0.147 2.236
```
Forces are in eV/Å.

---

[5]
The following is a DFT calculation (ωB97M-V/def2-TZVPD) of a single C4H4Br2O molecule.

Output
Net charge   0
HOMO   -9.43 eV
SMILES string   C=C(Br)OC(=C)Br

XYZ file:
```
11
Properties=species:S:1:pos:R:3:forces:R:3
Br 1.820226 -1.593765 -0.178197 -0.166 0.155 -0.507
Br -2.304169 -1.076220 0.386630 0.029 0.216 -0.460
O -0.044787 0.518759 -0.162493 -1.178 -0.548 -0.177
C 0.554133 -0.457337 1.971981 -1.180 2.918 -0.867
C -1.200378 -0.096029 -0.806000 2.067 0.086 0.365
C -1.328426 -0.064851 -2.127946 0.646 0.231 -0.551
C 0.660876 -0.318946 0.659864 -0.630 -0.435 0.163
H 0.109306 0.204738 2.704681 -0.734 0.322 -0.710
H -0.632234 0.576096 -2.792187 -1.201 -1.368 1.353
H 1.075297 -1.169991 2.444622 2.091 -2.630 1.275
H -2.054901 -0.773861 -2.567478 0.257 1.053 0.116
```
Forces are in eV/Å.

---

[6]
The following is a DFT calculation (ωB97M-V/def2-TZVPD) of 2 unconnected molecules or ions with the total composition C4H4Br2O3.

Output
Net charge   0
HOMO   -9.92 eV
SMILES string   C=C(Br)[C@@H](O)Br.O=C=O

XYZ file:
```
13
Properties=species:S:1:pos:R:3:forces:R:3
Br 0.686316 -2.720075 0.107261 0.012 0.238 -0.021
Br -1.344697 1.256945 1.287167 -0.124 -0.164 -0.072
O 2.341025 2.605209 -2.626668 0.984 0.386 -1.511
O 1.070525 2.183582 -0.773525 -0.985 -0.299 1.434
O 0.876199 -0.773770 1.928741 0.142 -0.046 0.513
C -1.948512 -1.013279 -0.285228 0.049 0.083 0.114
C 0.419864 -0.850756 0.628075 0.361 0.030 -0.660
C -1.009280 -0.424146 0.428572 -0.128 0.048 0.074
C 1.700795 2.401561 -1.703460 0.092 -0.051 -0.009
H 0.841657 0.140038 2.243443 -0.097 -0.006 -0.153
H 1.053023 -0.267537 -0.065846 -0.209 -0.298 0.283
H -1.761926 -1.957302 -0.770980 0.097 -0.077 0.006
H -2.924989 -0.580469 -0.397553 -0.193 0.158 0.003
```
Forces are in eV/Å.

---

[7]
The following is a DFT calculation (ωB97M-V/def2-TZVPD) of a single C4H4Br3P molecule.

Output
Net charge   0
HOMO (spin up / spin down)   -8.21 / -8.27 eV
SMILES string   C=C/C(Br)=P(\Br)=C/Br

XYZ file:
```
12
Properties=species:S:1:pos:R:3:forces:R:3
Br 0.497029 -0.460326 2.836636 -0.250 0.686 -1.061
Br 2.618572 -3.367691 -0.929913 -0.494 0.255 0.504
Br 1.164821 1.117124 -1.858455 -0.409 -0.250 0.562
P 0.652327 -0.629950 -0.494707 0.280 0.295 -0.694
C 2.078934 -1.584621 -1.089802 0.123 1.502 -0.441
C 0.039500 0.459047 1.144029 0.739 -1.357 0.361
C -2.071749 0.973326 0.034531 2.377 -1.762 0.210
C -1.293472 1.078085 1.114720 0.740 0.530 0.972
H 2.673156 -1.107296 -1.936830 -1.007 -0.430 1.482
H -1.844649 0.259215 -0.746906 0.086 0.096 -0.033
H -2.917132 1.499658 -0.082486 -2.964 1.864 -0.225
H -1.597333 1.763426 2.009187 0.779 -1.430 -1.636
```
Forces are in eV/Å.

---

[8]
The following is a DFT calculation (ωB97M-V/def2-TZVPD) of 2 unconnected molecules or ions with the total composition C4H4BrCl3.

Output
Net charge   0
HOMO   -8.94 eV
SMILES string   C=C(Cl)C=C(Cl)Cl.Br

XYZ file:
```
12
Properties=species:S:1:pos:R:3:forces:R:3
Br 0.988546 -0.014352 -3.439578 0.243 0.765 -0.385
Cl -0.032584 -2.930304 -0.053852 0.087 -0.110 0.098
Cl 2.331337 0.067158 0.550706 -0.400 0.162 -0.066
Cl -2.706601 -2.106469 0.680262 0.374 0.383 0.045
C 0.737868 0.710901 0.700639 -3.265 -2.041 0.551
C 0.429770 2.011589 0.841045 2.546 0.704 -2.203
C -0.537708 -0.297763 0.765974 -2.105 -2.705 -0.909
C -1.049375 -1.672473 0.516135 3.399 5.164 0.541
H -0.590763 2.399733 0.811412 0.398 -0.333 0.340
H 0.595914 -1.185585 -2.808412 -0.256 -0.776 0.453
H 1.300630 2.732680 0.513289 -1.875 -1.227 1.271
H -1.467035 0.284885 0.922381 0.854 0.015 0.264
```
Forces are in eV/Å.

---

Largest force on an atom, respectively: 4.482, 17.296, 9.178, 3.246, 3.594, 1.844, 3.509, 6.206 eV/A.
ΔE to the lowest compared entry with this formula, charge and spin, respectively: 2.312, 0.000, 0.828, 4.259, 1.137, 0.000, 3.864, 1.289 eV.
Calculated total energy, respectively: -39041.354, -18320.928, -26023.807, -144292.165, -146342.713, -150440.102, -223624.203, -111819.887 eV.